Entry 1:
Computed, not measured: a 5-piece molecular cluster, C27H52N2O22P4 overall at a distorted geometry, with the ωB97M-V functional and the def2-TZVPD basis.

For the molar mass, the calculation gives 880.6 g/mol. As for the spin multiplicity: 1. As for the SMILES: CC[C@@]1(OC#N)OC(=O)O[C@]1(CCc1ccccc1)CON=O.COP(=O)(OC)OC.COP(=O)(OC)OC.COP(=O)(OC)OC.COP(=O)(OC)OC. Its LUMO energy is -0.1203 Eh. As for the charge: 0.

Cartesian coordinates (Å):
P  -9.205  -2.764  -1.684
P  -2.480  -0.074  6.372
P  4.248  6.062  1.909
P  6.902  -0.505  -7.240
O  3.120  6.188  0.878
O  1.865  -3.000  -0.379
O  7.006  -2.070  -7.745
O  -3.878  -0.242  7.377
O  4.322  -1.828  -0.173
O  -1.082  0.093  5.367
O  -2.181  -1.690  6.491
O  6.811  0.036  -8.881
O  3.979  7.683  2.449
O  3.639  5.472  3.322
O  -10.222  -1.812  -2.563
O  8.310  0.081  -7.094
O  -8.357  -1.887  -0.756
O  2.678  -1.768  1.422
O  -3.358  0.195  5.145
O  2.653  -0.416  -4.788
O  3.185  -1.361  -2.953
O  6.992  -1.047  -5.599
O  4.517  4.441  1.368
O  3.063  -4.295  1.492
O  -10.411  -2.950  -0.458
O  -7.998  -2.578  -2.909
N  2.994  -1.488  -4.297
N  6.545  -1.124  1.307
C  5.478  -1.394  0.626
C  -4.726  0.755  1.034
C  2.652  8.085  2.761
C  2.586  -3.176  0.926
C  1.835  -1.246  -2.381
C  -0.513  -1.634  0.811
C  -11.420  -2.387  -3.048
C  -4.929  -1.094  6.943
C  -4.715  -0.639  0.159
C  1.776  -1.546  -0.742
C  5.908  -2.618  -8.449
C  -3.309  -1.480  0.068
C  -7.895  -3.699  -3.765
C  -2.028  0.527  1.778
C  5.865  4.031  1.482
C  -3.441  1.363  1.859
C  3.099  -1.068  0.163
C  -10.892  -1.789  0.205
C  3.156  0.572  0.244
C  4.325  5.778  4.521
C  7.893  -0.256  -9.754
C  2.438  1.203  1.600
C  -2.005  -0.880  0.874
C  5.736  -1.072  -4.950
C  0.330  -0.849  -0.356
C  0.040  0.611  6.054
C  -1.884  -2.220  7.768
H  -5.742  1.372  1.068
H  5.953  3.003  1.126
H  -5.800  -0.483  6.695
H  4.662  4.846  4.985
H  -11.985  -1.816  0.193
H  1.888  2.199  1.241
H  -1.042  0.903  2.325
H  -4.654  -1.706  6.080
H  5.056  -1.746  -5.476
H  -1.925  -1.451  8.549
H  -5.192  -1.761  7.770
H  8.608  -0.965  -9.327
H  1.383  -0.153  -2.522
H  -3.138  -2.476  -0.542
H  -12.268  -1.808  -2.668
H  -0.881  -2.654  7.749
H  2.319  8.811  2.016
H  4.219  1.037  0.088
H  -7.617  -4.581  -3.181
H  6.256  -2.969  -9.426
H  -8.846  -3.873  -4.272
H  -10.552  -1.808  1.243
H  7.485  -0.688  -10.672
H  -11.528  -3.431  -2.732
H  -0.330  -0.909  -1.349
H  -5.644  -1.076  -0.427
H  1.949  7.248  2.794
H  -7.119  -3.505  -4.508
H  0.313  -0.050  6.879
H  8.408  0.675  -10.002
H  0.397  0.287  -0.085
H  1.077  -2.010  -2.892
H  2.662  8.567  3.742
H  2.493  0.967  -0.667
H  0.043  -1.519  1.860
H  3.213  1.467  2.449
H  -0.193  1.608  6.437
H  -10.564  -0.860  -0.269
H  5.875  -1.425  -3.927
H  5.194  6.421  4.342
H  5.316  -0.063  -4.926
H  6.187  4.082  2.524
H  5.511  -3.465  -7.884
H  5.110  -1.881  -8.596
H  -0.695  -2.777  0.596
H  -3.443  2.373  2.473
H  -2.611  -3.005  8.001
H  0.878  0.684  5.357
H  -11.417  -2.345  -4.141
H  6.497  4.677  0.866
H  1.573  0.517  2.031
H  3.635  6.289  5.201

---

Entry 2:
Computed, not measured: a 2-piece molecular cluster, C16H19F3IO6S overall at a distorted geometry, with the ωB97M-V functional and the def2-TZVPD basis.

For the molar mass, the calculation gives 523.3 g/mol. As for the spin multiplicity: 1. The value obtained for the relative energy (zero: lowest compared OMol25 entry of this formula, charge and spin) is 183.04 kJ/mol. Its LUMO energy is 0.0995 Eh. As for the charge: -1.

Cartesian coordinates (Å):
I  -2.599  -0.882  -0.598
S  -0.521  -2.287  -2.973
F  -2.671  -3.398  -3.956
F  -1.095  -2.916  -5.445
F  -0.892  -4.678  -4.136
O  -2.306  2.420  0.158
O  1.479  1.716  2.141
O  -1.398  4.500  0.315
O  0.281  -3.465  -2.064
O  -0.569  2.476  2.806
O  1.047  3.206  -0.135
C  1.528  -1.940  0.556
C  -1.452  -4.014  -0.428
C  0.897  -4.654  -0.236
C  0.038  2.612  0.497
C  1.637  4.413  0.474
C  1.452  0.365  -0.125
C  -0.042  -3.528  -0.645
C  0.146  0.203  -0.570
C  -1.316  -3.387  -4.183
C  2.093  -0.667  0.561
C  0.250  2.242  1.930
C  1.742  1.317  3.487
C  -2.697  5.101  0.133
C  0.291  -2.161  -0.072
C  -0.481  -1.028  -0.400
C  -1.335  3.156  0.318
H  -3.429  4.372  -0.235
H  -1.501  -4.485  0.558
H  -1.703  -4.741  -1.204
H  2.098  -2.774  0.977
H  0.780  -4.904  0.826
H  -2.198  -3.208  -0.440
H  2.194  4.854  -0.349
H  0.844  5.063  0.855
H  1.935  -4.370  -0.440
H  -2.567  5.913  -0.586
H  -3.017  5.498  1.099
H  0.987  0.599  3.829
H  2.726  0.850  3.468
H  3.047  -0.480  1.060
H  1.745  2.199  4.139
H  -0.392  1.027  -1.037
H  0.662  -5.528  -0.856
H  1.967  1.289  -0.347
H  2.316  4.104  1.271

---

Entry 3:
Computed, not measured: C3H6O2 as an isolated structure, with the ωB97M-V functional and the def2-TZVPD basis.

For the molar mass, the calculation gives 74.1 g/mol. As for the spin multiplicity: 1. The value obtained for the relative energy (zero: lowest compared OMol25 entry of this formula, charge and spin) is 620.44 kJ/mol. Its LUMO energy (spin up / spin down) is -0.0159 / -0.0159 Eh. As for the charge: 0.

Cartesian coordinates (Å):
O  0.510  -1.385  -0.261
O  -1.740  0.571  -1.096
C  0.210  -0.163  0.061
C  1.251  -0.781  0.860
C  -1.112  0.595  0.033
H  -1.523  -0.080  0.844
H  -0.254  0.789  -1.853
H  -0.916  1.569  0.536
H  1.024  -1.223  1.827
H  2.291  -0.560  0.638
H  0.534  0.766  -1.687

---

Entry 4:
Computed, not measured: a 2-piece molecular cluster, ClFH2 overall, with the ωB97M-V functional and the def2-TZVPD basis.

For the molar mass, the calculation gives 56.5 g/mol. As for the spin multiplicity: 1. The value obtained for the relative energy (zero: lowest compared OMol25 entry of this formula, charge and spin) is 17.36 kJ/mol. As for the SMILES: Cl.F. Its LUMO energy is 0.0373 Eh. As for the charge: 0.

Cartesian coordinates (Å):
Cl  -1.483  -0.168  -0.162
F  1.342  -0.031  -0.194
H  -1.245  1.056  0.117
H  1.386  -0.857  0.240

---

Entry 5:
Computed, not measured: one molecule with the formula C3H8N2OS at a distorted geometry, with the ωB97M-V functional and the def2-TZVPD basis.

For the molar mass, the calculation gives 120.2 g/mol. As for the spin multiplicity: 1. The value obtained for the relative energy (zero: lowest compared OMol25 entry of this formula, charge and spin) is 97.14 kJ/mol. As for the SMILES: NC(=O)[C@@H](N)CS. Its LUMO energy is 0.0275 Eh. As for the charge: 0.

Cartesian coordinates (Å):
S  -1.733  -1.500  -0.895
O  1.528  0.589  -1.262
N  1.512  -1.368  -0.040
N  0.012  1.938  0.736
C  -0.078  0.510  0.548
C  -1.435  0.104  -0.092
C  1.094  -0.050  -0.338
H  2.433  -1.509  -0.445
H  -1.340  -2.146  0.229
H  0.952  2.178  1.022
H  0.887  -2.029  -0.476
H  -1.516  0.726  -0.991
H  -2.218  0.175  0.655
H  0.031  0.021  1.522
H  -0.129  2.362  -0.174

---

Entry 6:
Computed, not measured: one molecule with the formula C9H8BrFN2 at a distorted geometry, with the ωB97M-V functional and the def2-TZVPD basis.

For the molar mass, the calculation gives 243.1 g/mol. As for the spin multiplicity: 1. The value obtained for the relative energy (zero: lowest compared OMol25 entry of this formula, charge and spin) is 0.00 kJ/mol. As for the SMILES: C[C@](F)(Br)c1cccc2n[nH]cc12. Its LUMO energy is 0.0046 Eh. As for the charge: 0.

Cartesian coordinates (Å):
Br  1.144  1.470  2.428
F  0.568  -1.153  2.114
N  2.744  -0.637  -2.204
N  3.351  -0.905  -1.060
C  -1.391  0.129  2.232
C  -0.723  0.516  -2.072
C  -0.886  0.475  -0.673
C  1.353  -0.303  -0.437
C  1.509  -0.259  -1.862
C  2.591  -0.731  0.031
C  -0.004  -0.002  1.645
C  0.124  0.062  0.158
C  0.446  0.155  -2.681
H  0.570  0.187  -3.751
H  -2.038  -0.636  1.804
H  4.314  -1.209  -1.079
H  -1.340  -0.018  3.309
H  2.957  -0.911  1.021
H  -1.802  1.114  2.030
H  -1.838  0.778  -0.266
H  -1.560  0.846  -2.669

---

Entry 7:
Computed, not measured: a 7-piece molecular cluster, C16H34O10 overall at a distorted geometry, with the ωB97M-V functional and the def2-TZVPD basis.

For the molar mass, the calculation gives 386.4 g/mol. As for the spin multiplicity: 1. The value obtained for the relative energy (zero: lowest compared OMol25 entry of this formula, charge and spin) is 0.00 kJ/mol. As for the SMILES: O=C1CCCO1.O=C1CCCO1.O=C1CCCO1.CO.CO.CO.CO. Its LUMO energy is 0.0215 Eh. As for the charge: 0.

Cartesian coordinates (Å):
O  -2.382  3.375  -0.714
O  4.264  -0.012  2.776
O  -0.210  3.864  -0.912
O  0.775  -3.045  0.544
O  -1.645  -3.832  2.435
O  2.121  -1.685  1.642
O  -0.517  0.053  -3.120
O  1.067  0.369  -0.732
O  -1.155  1.377  0.970
O  -2.614  -3.953  0.363
C  4.221  0.662  4.033
C  -1.733  3.655  -2.904
C  -1.272  -1.555  2.594
C  -2.320  -1.868  1.518
C  0.194  0.234  -4.347
C  -2.238  -3.332  1.341
C  -1.240  3.757  -1.408
C  1.530  -2.626  -1.604
C  -3.490  2.867  -1.643
C  -2.791  2.578  -2.944
C  -0.797  2.059  2.238
C  0.527  -3.437  -0.789
C  2.631  -2.427  -0.623
C  -1.276  -2.815  3.472
C  2.142  1.267  -0.451
C  1.910  -2.334  0.679
H  1.167  0.776  -4.156
H  -0.923  3.443  -3.612
H  -2.102  -2.812  4.222
H  3.382  -0.314  2.503
H  -0.470  1.354  2.997
H  3.158  -1.460  -0.639
H  0.368  0.743  -0.179
H  0.094  2.662  1.996
H  3.448  -3.110  -0.605
H  2.684  1.337  -1.409
H  -0.498  -3.155  -1.109
H  2.781  0.815  0.337
H  -0.452  0.765  -5.064
H  -2.043  -1.278  0.650
H  -0.202  -1.528  2.134
H  0.049  0.208  -2.356
H  0.685  -4.461  -0.918
H  4.279  -0.064  4.859
H  -1.615  2.076  0.437
H  0.973  -1.724  -1.949
H  -3.449  2.653  -3.839
H  1.898  -3.193  -2.473
H  5.070  1.322  4.132
H  -0.318  -3.105  3.819
H  -2.198  4.575  -3.157
H  -1.576  2.746  2.480
H  -1.391  -0.643  3.158
H  1.652  2.218  -0.115
H  3.249  1.227  4.120
H  -2.413  1.525  -2.961
H  -3.372  -1.720  1.848
H  0.508  -0.768  -4.801
H  -4.204  3.645  -1.648
H  -3.917  2.046  -1.121

---

It is found that the total energy values, taken in the order of the records, are -113990.047; -56271.016; -7297.248; -15272.405; -19103.495; -85202.875; -37616.477 eV.